Entry from the Open Molecules 2025 dataset: a cluster of 2 separate species, C2HClF3N in total (ωB97M-V/def2-TZVPD).

Atoms and positions in Å:
C (-2.66450, -1.25273, 0.99470)
C (0.67167, 0.46431, -0.59361)
N (0.15101, -0.72627, -0.17820)
F (1.08510, 1.12670, 0.58725)
F (-0.25210, 1.15432, -1.21681)
F (1.67828, 0.74388, -1.46601)
Cl (-1.54556, -0.30434, 1.40653)
H (0.87611, -1.20586, 0.46615)

Molar mass: 131.484 g mol⁻¹
Kohn-Sham gap (spin up / spin down): 8.87 / 6.82 eV
HOMO (spin up / spin down): -10.5 / -9.0 eV
Relative energy (zero: lowest compared OMol25 entry of this formula, charge and spin): 6.646 eV

Entry from the Open Molecules 2025 dataset: an isolated molecule of C5H4INO (ωB97M-V/def2-TZVPD).

Atoms and positions in Å:
C (0.03672, -1.15188, 0.09494)
C (-1.07939, 0.48583, -1.55591)
C (1.06251, -0.79463, 0.85287)
C (-1.29004, 1.64144, -0.95958)
C (1.61323, 0.10829, 1.62435)
N (-0.43354, -0.79800, -1.19065)
O (1.00009, 1.05651, 2.27055)
I (-0.58069, 2.38687, 0.89953)
H (-0.41747, -2.04779, 0.55982)
H (-1.54719, 0.53849, -2.55240)
H (2.64431, -0.02237, 1.68716)
H (-1.00854, -1.40276, -1.73067)

Molar mass: 220.997 g mol⁻¹
Kohn-Sham gap (spin up / spin down): 5.79 / 5.79 eV
HOMO (spin up / spin down): -8.2 / -8.2 eV
Relative energy (zero: lowest compared OMol25 entry of this formula, charge and spin): 6.543 eV

Entry from the Open Molecules 2025 dataset: a structure of composition C49H60BrCoN2O3SSi (ωB97M-V/def2-TZVPD).

Atoms and positions in Å:
Co (0.87186, -0.23126, 0.19133)
C (-4.41437, 3.10563, 3.14860)
O (-3.26672, 3.90766, 3.34791)
C (-2.09645, 3.46472, 2.80329)
C (-0.98572, 4.31847, 3.02606)
C (0.21630, 3.95483, 2.49529)
C (0.41047, 2.76483, 1.75419)
C (1.73584, 2.45233, 1.26057)
C (2.81865, 3.51791, 1.29660)
O (2.07704, 1.34978, 0.81945)
C (-0.71536, 1.89511, 1.52743)
O (-0.69265, 0.83808, 0.83549)
C (-1.97575, 2.30419, 2.09276)
H (-5.23142, 3.60921, 3.65930)
H (-4.27762, 2.10708, 3.56982)
H (-4.64827, 3.01149, 2.08462)
H (-1.11457, 5.22204, 3.60498)
H (1.06487, 4.60538, 2.66860)
H (2.45545, 4.47339, 0.91833)
H (3.64978, 3.16599, 0.69052)
H (3.17558, 3.67790, 2.31804)
H (-2.80715, 1.64126, 1.90458)
C (1.26475, 3.00486, -2.95280)
C (2.34424, 2.50606, -3.66719)
C (2.80343, 1.23164, -3.39884)
C (2.17238, 0.46105, -2.41277)
N (1.09929, 0.93292, -1.76908)
C (0.67746, 2.16911, -2.01692)
C (2.68838, -0.85223, -1.94493)
C (3.57020, -1.59092, -2.74021)
C (4.10161, -2.78029, -2.27375)
C (3.73766, -3.21614, -0.99902)
C (2.84587, -2.48393, -0.23420)
C (2.26814, -1.27659, -0.66636)
H (0.88629, 4.00571, -3.11225)
H (2.84105, 3.11791, -4.41178)
H (3.67599, 0.84611, -3.90709)
H (-0.17735, 2.49345, -1.43046)
H (3.83512, -1.25237, -3.73689)
H (4.77810, -3.36192, -2.88830)
H (4.14825, -4.14370, -0.61183)
H (2.56688, -2.87369, 0.74221)
C (2.68846, 2.43565, 5.54006)
C (3.48002, 1.12776, 5.68544)
C (4.72373, 1.18672, 4.79092)
C (3.94372, 0.99868, 7.13684)
C (2.58032, -0.03204, 5.25326)
C (2.08730, -0.98411, 6.15892)
C (1.21806, -1.98987, 5.76536)
C (0.82314, -2.04324, 4.43456)
S (-0.27130, -3.11577, 3.62398)
C (-0.00789, -2.22358, 2.13383)
N (0.82530, -1.24847, 2.22628)
C (1.31140, -1.10895, 3.51718)
C (2.18881, -0.11470, 3.92492)
C (-0.67087, -2.54461, 0.85899)
C (-1.58438, -3.59502, 0.76243)
C (-2.18845, -3.86609, -0.45005)
C (-1.85087, -3.07800, -1.55448)
C (-0.94068, -2.04310, -1.43635)
C (-0.31330, -1.71263, -0.21796)
H (3.29040, 3.28594, 5.87396)
H (1.77265, 2.40439, 6.13397)
H (2.39748, 2.60665, 4.50135)
H (5.38035, 1.99691, 5.12025)
H (4.46714, 1.36703, 3.74611)
H (5.28327, 0.25010, 4.83931)
H (4.62247, 1.82140, 7.37182)
H (4.47861, 0.06175, 7.30890)
H (3.10951, 1.04869, 7.84008)
H (2.38020, -0.94406, 7.19917)
H (0.84957, -2.70590, 6.48903)
H (2.53041, 0.58848, 3.17551)
H (-1.82620, -4.20046, 1.63201)
H (-2.90274, -4.67477, -0.54272)
H (-2.31390, -3.28698, -2.51491)
H (-0.69854, -1.45576, -2.31937)
C (-1.77588, 1.08524, -4.75497)
C (-2.88220, 2.14092, -4.57447)
C (-3.62848, 2.30429, -5.90878)
C (-2.16512, 3.46514, -4.27263)
Si (-4.06721, 1.69313, -3.13554)
Br (-2.74952, 1.03065, -1.46280)
C (-5.04662, 3.21024, -2.47386)
C (-6.06843, 2.76491, -1.41576)
C (-4.12896, 4.22392, -1.76870)
C (-5.80649, 3.94019, -3.59364)
C (-5.19210, 0.18169, -3.52103)
C (-6.37148, 0.55828, -4.43427)
C (-4.38526, -0.93084, -4.20728)
C (-5.75118, -0.45969, -2.23870)
H (-1.09142, 1.43050, -5.53959)
H (-2.15750, 0.11355, -5.05772)
H (-1.19067, 0.94532, -3.84769)
H (-2.91126, 2.60881, -6.68064)
H (-4.40370, 3.07243, -5.86490)
H (-4.09420, 1.38051, -6.24923)
H (-1.40758, 3.63845, -5.04631)
H (-1.64817, 3.43788, -3.31108)
H (-2.84119, 4.31943, -4.27806)
H (-5.58992, 2.22705, -0.59390)
H (-6.85641, 2.13529, -1.82468)
H (-6.54848, 3.65694, -0.99573)
H (-3.54393, 3.76283, -0.97196)
H (-4.75874, 4.99901, -1.31465)
H (-3.44066, 4.72184, -2.44844)
H (-6.51743, 3.29538, -4.11357)
H (-5.13682, 4.36684, -4.33981)
H (-6.37574, 4.77075, -3.15880)
H (-6.05535, 1.03224, -5.36584)
H (-7.07808, 1.22712, -3.94440)
H (-6.92132, -0.35209, -4.70174)
H (-4.04185, -0.66329, -5.20508)
H (-5.02839, -1.81349, -4.30847)
H (-3.51935, -1.22399, -3.60933)
H (-6.32812, 0.22610, -1.62224)
H (-4.95400, -0.87337, -1.62026)
H (-6.41510, -1.28324, -2.52890)

Total charge: -1
Molar mass: 924.020 g mol⁻¹
Kohn-Sham gap (spin up / spin down): 6.08 / 6.49 eV
Spin multiplicity: 2
HOMO (spin up / spin down): -3.8 / -4.2 eV
Relative energy (zero: lowest compared OMol25 entry of this formula, charge and spin): 0.000 eV